This record from the Open Molecules 2025 dataset describes a single C18H20N2O4 molecule at a distorted geometry. The level of theory is wB97M-V/def2-TZVPD.

CARTESIAN COORDINATES (ANGSTROEM)
1 N 0.1473 3.0792 0.9738
2 C -0.2853 1.8618 0.2626
3 C -1.8049 1.9378 0.3212
4 C -2.6218 0.7730 -0.1924
5 C -2.7045 0.7695 -1.5393
6 C -3.3868 -0.3747 -2.0493
7 C -3.9461 -1.3576 -1.1698
8 C -3.6514 -1.2445 0.1874
9 C -3.0334 -0.1748 0.7297
10 C 0.1520 2.1746 -1.1193
11 O -0.5940 2.7791 -1.8128
12 N 1.1778 1.4976 -1.6204
13 C 2.3582 1.2097 -1.0147
14 C 2.5859 0.3841 0.3515
15 C 1.9124 -1.0221 0.5955
16 C 2.5294 -2.0402 1.2807
17 C 1.8662 -3.0826 1.9686
18 C 0.5328 -3.2121 1.9464
19 O -0.3251 -3.6943 2.8462
20 C -0.1156 -2.3041 1.0487
21 C 0.5287 -1.3252 0.3853
22 C 3.3791 0.7759 -2.1050
23 O 3.0171 0.2434 -3.1281
24 O 4.6884 0.7027 -1.6583
25 H -0.6306 3.7250 0.7813
26 H -0.1078 2.8377 1.9220
27 H 0.2045 0.8546 0.8044
28 H -2.1042 2.8961 -0.2980
29 H -2.1534 2.2721 1.3612
30 H -2.5920 1.7494 -2.0221
31 H -3.5294 -0.4251 -3.1425
32 H -4.6127 -2.1400 -1.4866
33 H -3.9155 -2.0633 0.8956
34 H -2.9082 0.0651 1.8576
35 H 1.2331 1.5879 -2.6145
36 H 2.6964 2.0146 -0.5349
37 H 2.1679 1.0339 1.1432
38 H 3.6367 0.2856 0.3652
39 H 3.6008 -2.0283 1.3396
40 H 2.4491 -3.6633 2.6574
41 H -0.0748 -4.6907 3.0770
42 H -1.1821 -2.5762 0.9128
43 H 0.1069 -0.5160 -0.1530
44 H 5.3089 0.4247 -2.3537

## Properties
**Orbital gap**: 9.17 eV
**SMILES string**: N[C@@H](Cc1ccccc1)C(=O)N[C@@H](Cc1ccc(O)cc1)C(=O)O
**E_HOMO**: -8.65 eV

***

This record from the Open Molecules 2025 dataset describes a single C18H20N2O4 molecule at a distorted geometry. The level of theory is wB97M-V/def2-TZVPD.

CARTESIAN COORDINATES (ANGSTROEM)
1 N -2.2569 1.6219 0.7670
2 C -1.0296 0.8826 1.0904
3 C -1.3062 -0.2777 2.0279
4 C -1.9185 0.1915 3.3025
5 C -3.2762 0.2896 3.3676
6 C -3.9418 0.6626 4.5282
7 C -3.1836 1.0718 5.6402
8 O -3.8409 1.5770 6.7391
9 C -1.7882 0.9803 5.6220
10 C -1.1736 0.5633 4.4398
11 C -0.3954 0.5030 -0.2087
12 O -0.4500 1.2742 -1.1590
13 N 0.3741 -0.6466 -0.2520
14 C 0.9705 -1.1021 -1.5127
15 C 2.2363 -0.3743 -1.7451
16 C 2.5875 -0.1922 -3.2278
17 C 3.6261 -0.8085 -3.8659
18 C 3.8283 -0.7398 -5.2276
19 C 3.0415 0.1196 -5.9755
20 C 2.0599 0.9174 -5.3414
21 C 1.7351 0.6535 -4.0046
22 C 1.2230 -2.6063 -1.3814
23 O 1.0630 -3.2656 -0.3872
24 O 1.7894 -3.1417 -2.4925
25 H -2.5113 2.1428 1.6111
26 H -2.0714 2.2658 0.0064
27 H -0.3009 1.5336 1.6264
28 H -1.8964 -1.0142 1.4590
29 H -0.3962 -0.7868 2.3714
30 H -3.8399 0.1006 2.4485
31 H -5.0188 0.6764 4.6033
32 H -4.7159 1.8698 6.4250
33 H -1.2136 1.2559 6.4989
34 H -0.0895 0.4123 4.4291
35 H 0.3866 -1.3316 0.5243
36 H 0.3152 -0.9850 -2.3682
37 H 3.0301 -0.8943 -1.1934
38 H 2.0956 0.6087 -1.2846
39 H 4.2873 -1.3786 -3.2599
40 H 4.5518 -1.3861 -5.7114
41 H 3.3186 0.1661 -7.0189
42 H 1.4668 1.6430 -5.9207
43 H 0.8837 1.0740 -3.4775
44 H 1.7442 -4.1258 -2.5119

## Properties
**Orbital gap**: 9.20 eV
**SMILES string**: N[C@@H](Cc1ccc(O)cc1)C(=O)N[C@@H](Cc1ccccc1)C(=O)O
**E_HOMO**: -8.64 eV

***

This record from the Open Molecules 2025 dataset describes a molecular structure, C18H20N2O4S at a distorted geometry. The level of theory is wB97M-V/def2-TZVPD.

CARTESIAN COORDINATES (ANGSTROEM)
1 C 5.1664 0.4769 0.4391
2 H 4.9850 0.3991 1.3981
3 H 5.2216 1.6085 0.0182
4 C 4.2641 -0.4375 -0.5217
5 H 4.5086 -0.4928 -1.7022
6 H 4.2904 -1.5332 -0.1415
7 C 2.6290 -0.2100 -0.1656
8 N 1.8702 -1.1045 -1.0302
9 S 1.3054 -2.3216 -0.0045
10 O 1.2347 -3.5526 -0.7461
11 O 2.1160 -2.2340 1.2861
12 C -0.3525 -1.6212 0.4375
13 C -0.4209 -1.2529 1.6296
14 C -1.6712 -0.4691 2.0817
15 C -2.7474 -0.7094 1.0119
16 C -2.6016 -1.4075 0.0575
17 C -1.2405 -2.0412 -0.3147
18 H -1.1270 -2.4728 -1.2000
19 N -3.5111 -1.4526 -0.9877
20 C -4.8544 -0.9266 -0.6221
21 O -5.8186 -1.1863 -1.5499
22 C -4.9830 0.1222 0.5646
23 H -5.8713 0.1416 0.9034
24 O -4.0228 -0.1539 1.6454
25 H -4.6824 1.1921 -0.2703
26 H -3.4230 -2.1641 -1.7205
27 H -1.8713 -0.2355 2.9747
28 H 0.4168 -0.8270 2.4011
29 H 2.1335 -1.5117 -1.6844
30 H 2.5066 -0.1157 0.8053
31 C 2.3297 1.3779 -1.0019
32 C 0.8688 1.5808 -0.7244
33 C -0.1171 1.3254 -1.4287
34 C -1.4750 1.4705 -1.1323
35 C -1.7588 2.1645 0.0936
36 C -0.6480 2.7383 0.9927
37 C 0.6398 2.2300 0.4411
38 H 1.4185 2.4931 1.5533
39 H -0.9161 3.0702 1.9110
40 H -2.8552 2.6234 0.4478
41 H -2.1760 1.2800 -1.6319
42 H -0.0775 0.8692 -2.1500
43 H 2.3374 1.1613 -2.0048
44 H 2.9378 1.8985 -0.5446
45 H 6.0426 0.2103 0.1860

## Properties
**Orbital gap**: 8.31 eV
**E_HOMO**: -8.73 eV

***

For each record above, in turn, the calculated energy relative to the best compared isomer or geometry (same formula, charge and spin) values are 521.3; 88.9; 2163.4 kJ/mol.